1.
One molecule with the formula C8H16BNO at a distorted geometry. Source: OMol25; level of theory: ωB97M-V/def2-TZVPD.

**Orbital gap**: 0.3576 Ha
**SMILES**: CB(O)N[C@]12CC[C@H](CC1)C2

```
27
Properties=species:S:1:pos:R:3:mulliken_charge:R:1
B -0.625 2.229 -0.508 0.47
C 1.924 -1.838 0.102 -0.92
C -0.144 -1.787 1.564 -0.68
C 1.647 -0.356 -0.266 -0.61
C -0.344 -0.367 1.176 -0.88
C -0.273 -1.727 -0.848 -1.33
C 0.493 -2.385 0.301 0.10
C 0.077 -0.328 -0.239 0.67
C -1.567 3.360 -1.122 -1.18
N -0.759 0.874 -0.778 -0.48
O 0.073 2.652 0.583 -0.60
H 2.518 -2.313 -0.688 0.33
H 2.462 -1.902 1.018 0.37
H 0.600 -1.883 2.422 0.32
H -1.040 -2.380 1.715 0.37
H 2.090 0.289 0.416 0.34
H 1.998 -0.152 -1.348 0.32
H -1.400 -0.047 1.314 0.30
H 0.260 0.351 1.721 0.19
H 0.053 -1.898 -1.810 0.43
H -1.307 -1.884 -0.771 0.48
H 0.537 -3.485 0.229 0.43
H -1.046 4.229 -1.497 0.33
H -2.141 3.737 -0.333 0.43
H -2.265 3.032 -1.892 0.29
H -1.465 0.510 -1.356 0.22
H -0.357 3.470 0.895 0.27
```

2.
One molecule with the formula C6H10. Source: OMol25; level of theory: ωB97M-V/def2-TZVPD.

**Orbital gap**: 0.3648 Ha
**SMILES**: CC1=CCCC1

```
16
Properties=species:S:1:pos:R:3:mulliken_charge:R:1
C 2.210 0.092 0.152 -1.25
C 0.719 0.135 0.030 0.56
C -0.062 1.205 -0.133 -0.46
C -1.506 0.792 -0.324 -0.61
C -1.519 -0.589 0.350 -0.60
C -0.133 -1.121 -0.035 -0.61
H 2.648 -0.480 -0.676 0.29
H 2.642 1.098 0.135 0.32
H 2.526 -0.402 1.080 0.29
H 0.286 2.233 -0.195 0.39
H -2.250 1.497 0.059 0.34
H -1.703 0.658 -1.400 0.22
H -1.577 -0.465 1.439 0.27
H -2.346 -1.231 0.032 0.29
H -0.164 -1.462 -1.083 0.24
H 0.228 -1.960 0.570 0.32
```

3.
C8H21F6NO4PTi as an isolated structure at a distorted geometry. Source: OMol25; level of theory: ωB97M-V/def2-TZVPD.

**Orbital gap (alpha / beta)**: 0.2480 / 0.3101 Ha
**Multiplicity**: 4
**<S²>**: 3.751

```
42
Properties=species:S:1:pos:R:3:lowdin_spin:R:1
Ti 0.127 0.703 0.322 2.86
P -3.448 -2.788 3.351 0.00
F -4.863 -2.624 4.114 0.00
F -4.349 -3.518 2.236 0.00
F -3.676 -1.438 2.507 0.00
F -2.041 -2.952 2.575 0.00
F -2.651 -1.853 4.467 0.00
F -3.222 -4.036 4.309 0.00
C -2.052 -1.093 -2.553 0.00
O -0.684 -0.834 -2.311 0.03
C 0.174 -1.888 -2.849 0.00
C 1.634 -1.357 -3.019 0.00
N 2.379 -0.971 -1.814 0.01
C 2.791 -2.130 -0.975 0.00
C 3.327 -1.616 0.406 0.00
O 2.262 -0.978 1.147 0.04
C 2.690 -0.580 2.446 0.01
H -2.311 -0.894 -3.593 0.00
H -2.681 -0.441 -1.947 0.00
H -2.352 -2.117 -2.327 0.00
H -0.270 -2.197 -3.795 0.00
H 0.153 -2.797 -2.249 0.00
H 1.409 -0.491 -3.641 0.00
H 2.292 -2.055 -3.536 0.00
H 3.197 -0.530 -2.211 0.00
H 3.484 -2.754 -1.538 0.00
H 1.938 -2.773 -0.758 0.00
H 4.083 -0.857 0.206 0.00
H 3.687 -2.404 1.069 0.00
H 2.355 -1.301 3.193 0.00
H 2.267 0.369 2.774 0.01
H 3.758 -0.397 2.560 0.00
C -1.296 5.098 -0.555 0.00
C -0.800 5.582 0.847 0.00
O -0.729 4.453 1.674 0.01
O -0.272 4.438 -1.234 0.02
H -1.557 5.995 -1.116 0.00
H -2.204 4.499 -0.491 0.00
H -1.453 6.406 1.133 0.00
H 0.172 6.059 0.721 0.00
H -0.639 4.813 2.560 0.00
H -0.626 4.248 -2.106 0.00
```

4.
A 5-piece molecular cluster, C26H32Cl16O3 overall at a distorted geometry. Source: OMol25; level of theory: ωB97M-V/def2-TZVPD.

**Orbital gap**: 0.3022 Ha
**SMILES**: C#CC1=C(CCCCCCCCCOC)C(=O)C=C(CCCC)C1=O.ClC(Cl)(Cl)Cl.ClC(Cl)(Cl)Cl.ClC(Cl)(Cl)Cl.ClC(Cl)(Cl)Cl

```
77
Properties=species:S:1:pos:R:3:mulliken_charge:R:1
C 0.291 4.959 -1.835 -0.13
C -0.788 4.380 -1.926 -0.97
C -1.777 3.204 -2.195 0.65
C -1.776 2.091 -1.345 0.44
C -0.751 2.123 -0.148 -0.81
C -0.933 0.988 0.945 0.25
C 0.350 1.094 1.930 -0.26
C -0.050 1.072 3.474 -0.92
C 0.445 -0.294 4.127 -0.38
C 2.028 -0.348 4.125 -0.24
C 2.619 -1.582 4.977 -0.65
C 4.045 -2.056 4.466 -0.62
C 5.079 -0.893 4.184 -0.52
O 5.775 -0.443 5.376 -0.24
C 6.162 0.935 5.186 -0.65
C -2.758 0.930 -1.704 0.22
O -2.886 -0.127 -1.093 -0.69
C -3.654 1.083 -3.007 -0.30
C -3.663 2.196 -3.819 0.29
C -4.589 2.353 -5.089 -0.60
C -4.011 1.422 -6.251 -0.49
C -4.641 1.933 -7.631 -0.18
C -3.756 3.137 -8.230 -1.06
C -2.714 3.379 -3.437 0.41
O -2.707 4.439 -4.057 -0.61
H 1.263 5.520 -1.845 0.35
H 0.310 2.181 -0.550 0.37
H -0.917 3.117 0.392 0.38
H -1.888 1.144 1.525 0.34
H -0.870 -0.039 0.463 -0.52
H 0.860 2.083 1.722 0.29
H 1.070 0.271 1.639 0.13
H -1.161 1.265 3.643 0.37
H 0.498 1.915 3.990 0.35
H -0.044 -1.154 3.578 0.02
H 0.059 -0.296 5.203 0.37
H 2.484 -0.460 3.088 0.21
H 2.402 0.651 4.529 0.15
H 2.578 -1.320 6.077 0.32
H 1.901 -2.447 4.777 0.29
H 4.504 -2.693 5.297 0.27
H 3.976 -2.736 3.554 0.35
H 4.656 -0.005 3.628 0.43
H 5.884 -1.339 3.499 0.27
H 6.634 1.319 6.140 0.23
H 6.932 1.063 4.364 0.29
H 5.246 1.574 4.968 0.25
H -4.331 0.223 -3.291 0.16
H -4.577 3.423 -5.461 0.40
H -5.686 2.118 -4.849 0.18
H -2.876 1.533 -6.259 0.31
H -4.251 0.341 -6.027 0.37
H -5.667 2.375 -7.437 0.00
H -4.670 1.059 -8.351 0.38
H -3.161 2.737 -9.107 0.30
H -4.459 3.934 -8.615 0.28
H -3.082 3.592 -7.439 0.28
C 0.378 -3.075 -0.534 0.37
Cl 0.508 -2.745 1.209 -0.09
Cl -0.216 -4.728 -0.784 -0.10
Cl -0.753 -1.923 -1.266 -0.07
Cl 1.975 -2.899 -1.288 -0.12
C 0.999 -7.448 2.172 0.27
Cl -0.258 -8.371 1.325 -0.11
Cl 0.914 -7.790 3.911 -0.11
Cl 2.595 -7.919 1.555 -0.10
Cl 0.746 -5.715 1.895 0.01
C 8.955 -2.696 6.353 0.35
Cl 10.173 -3.740 7.112 -0.11
Cl 8.348 -1.533 7.545 -0.09
Cl 9.690 -1.821 4.995 -0.11
Cl 7.611 -3.690 5.758 -0.08
C -8.123 -0.165 -5.966 0.33
Cl -7.921 -1.774 -6.683 -0.11
Cl -7.921 1.069 -7.221 -0.09
Cl -9.746 -0.029 -5.264 -0.10
Cl -6.907 0.070 -4.690 -0.06
```

5.
A 12-piece molecular cluster, C30H48Cl20F16O2 overall at a distorted geometry. Source: OMol25; level of theory: ωB97M-V/def2-TZVPD.

**Orbital gap**: 0.3956 Ha
**SMILES**: FC(F)C(F)(F)COC(F)(F)C(F)F.FC(F)C(F)(F)COC(F)(F)C(F)F.ClCCCl.ClCCCl.ClCCCl.ClCCCl.ClCCCl.ClCCCl.ClCCCl.ClCCCl.ClCCCl.ClCCCl

```
116
Properties=species:S:1:pos:R:3:mulliken_charge:R:1
C 15.949 11.673 16.871 -0.27
C 16.415 10.608 17.755 1.03
C 17.504 9.637 17.393 0.11
F 18.493 10.515 16.817 -0.28
F 17.995 9.017 18.452 -0.24
F 16.842 11.335 18.827 -0.31
F 15.344 9.901 18.245 -0.32
O 15.167 11.222 15.720 -0.39
C 15.543 11.730 14.526 0.66
C 14.586 11.039 13.539 0.09
F 13.355 11.579 13.664 -0.19
F 15.074 11.368 12.257 -0.29
F 15.465 13.063 14.525 -0.03
F 16.832 11.387 14.257 -0.30
H 16.842 12.294 16.594 0.12
H 15.291 12.283 17.571 0.00
H 17.187 8.840 16.623 0.24
H 14.546 9.995 13.603 0.32
C 14.394 16.532 15.084 0.28
C 13.424 16.143 16.237 1.02
C 12.017 15.617 16.001 -0.08
F 11.196 16.511 15.437 -0.19
F 12.047 14.516 15.257 -0.11
F 13.954 15.180 17.033 -0.12
F 13.198 17.285 16.970 -0.21
O 13.788 17.501 14.152 -0.03
C 14.625 18.516 13.824 0.62
C 13.881 19.325 12.821 0.28
F 14.507 20.427 12.406 -0.21
F 13.853 18.571 11.718 -0.26
F 14.825 19.284 14.980 -0.21
F 15.880 18.044 13.523 -0.11
H 14.577 15.594 14.440 -0.28
H 15.301 16.826 15.586 -0.31
H 11.666 15.426 17.046 0.18
H 12.935 19.659 13.226 -0.20
Cl 16.430 14.998 11.306 -0.18
C 17.790 15.063 12.446 -0.04
C 18.455 16.428 12.224 -0.09
Cl 19.793 16.773 13.432 -0.23
H 18.481 14.308 12.135 0.52
H 17.431 14.844 13.465 -0.37
H 17.720 17.238 12.233 -0.19
H 18.868 16.403 11.262 0.50
Cl 8.024 19.165 12.127 -0.23
C 8.036 18.856 13.966 -0.63
C 9.256 18.197 14.451 0.02
Cl 10.501 19.440 14.779 0.03
H 7.259 18.104 14.102 0.40
H 7.669 19.814 14.377 0.29
H 9.657 17.547 13.692 0.04
H 8.997 17.654 15.414 0.08
Cl 17.383 22.125 16.232 -0.20
C 15.851 22.335 15.342 0.50
C 15.766 23.780 14.939 -0.43
Cl 15.466 24.851 16.306 -0.20
H 14.992 22.018 15.987 -0.10
H 15.950 21.698 14.475 -0.23
H 14.951 23.871 14.235 0.23
H 16.627 24.190 14.419 0.44
Cl 8.164 19.623 17.714 -0.19
C 9.522 18.841 18.574 0.00
C 9.044 17.727 19.482 -0.47
Cl 8.820 16.159 18.587 -0.16
H 9.914 19.549 19.209 0.41
H 10.236 18.507 17.827 -0.21
H 8.122 17.946 20.040 0.41
H 9.890 17.563 20.174 0.21
Cl 12.377 22.371 14.279 -0.05
C 11.323 22.921 15.554 -0.51
C 11.936 22.930 16.906 -0.45
Cl 12.389 21.309 17.415 -0.10
H 10.510 22.204 15.651 0.20
H 10.982 23.930 15.354 0.37
H 11.220 23.365 17.552 0.40
H 12.848 23.532 16.932 0.13
Cl 18.330 20.779 10.140 -0.21
C 16.602 20.929 10.358 0.38
C 15.935 20.946 9.063 -0.44
Cl 16.087 22.526 8.233 -0.21
H 16.457 21.857 10.944 0.24
H 16.281 20.086 10.965 -0.38
H 14.797 20.868 9.184 0.21
H 16.377 20.331 8.318 0.38
Cl 11.890 12.529 17.888 -0.15
C 10.157 13.109 17.652 -0.31
C 9.363 11.885 17.366 -0.48
Cl 7.692 12.461 16.901 -0.23
H 10.224 13.748 16.798 0.12
H 9.943 13.533 18.607 0.40
H 9.090 11.166 18.158 0.33
H 9.794 11.328 16.610 0.36
Cl 17.563 15.412 20.772 -0.18
C 15.871 15.053 20.998 -0.23
C 15.025 16.231 20.468 -0.27
Cl 13.249 15.803 20.302 -0.18
H 15.608 14.852 22.048 0.36
H 15.665 14.144 20.466 0.14
H 15.365 16.603 19.506 -0.09
H 15.107 17.042 21.171 0.42
Cl 17.542 18.115 16.590 -0.05
C 18.371 16.986 17.729 0.04
C 19.081 15.936 16.918 -0.39
Cl 17.855 14.919 16.242 0.11
H 17.574 16.645 18.317 -0.48
H 18.938 17.618 18.459 0.38
H 19.656 15.344 17.636 0.26
H 19.645 16.468 16.189 0.14
Cl 11.474 15.821 11.524 -0.22
C 13.153 15.192 11.391 0.38
C 13.346 14.348 10.108 -0.27
Cl 13.268 15.358 8.647 -0.21
H 13.381 14.686 12.338 -0.24
H 13.845 16.040 11.302 0.01
H 12.709 13.494 9.969 0.42
H 14.366 13.978 10.238 0.15
```

6.
A 2-piece molecular cluster, C8H11F2N2O overall at a distorted geometry. Source: OMol25; level of theory: ωB97M-V/def2-TZVPD.

**Orbital gap**: 0.2940 Ha
**Charge**: +1

```
24
Properties=species:S:1:pos:R:3:mulliken_charge:R:1
C -0.751 -2.440 -0.176 -0.69
C 0.632 -2.265 -0.390 -0.43
C -1.592 -1.383 0.234 -0.67
C 1.248 -1.122 -0.015 -0.77
C -1.718 1.183 -0.062 0.47
C -0.955 -0.095 0.647 0.49
C 0.522 0.018 0.413 0.41
C -3.224 1.047 -0.132 0.11
N 1.204 1.105 0.825 -0.31
N 3.484 1.344 -0.482 -0.91
O -1.049 2.118 -0.415 -0.50
F -3.687 0.315 0.819 -0.22
F -3.403 0.347 -1.338 -0.24
H -1.144 -3.471 -0.437 0.33
H 1.300 -3.011 -0.754 0.45
H -2.597 -1.332 0.350 0.70
H 2.352 -0.889 -0.074 0.43
H -1.280 0.020 1.657 0.54
H -3.875 1.953 -0.188 0.32
H 0.770 1.922 1.049 0.32
H 2.104 1.208 0.351 0.33
H 3.393 0.577 -1.260 0.31
H 4.121 0.789 0.120 0.29
H 4.145 2.064 -0.744 0.23
```

7.
One molecule with the formula C6H10Cl2Si at a distorted geometry. Source: OMol25; level of theory: ωB97M-V/def2-TZVPD.

**Orbital gap**: 0.3766 Ha
**SMILES**: C=CC[Si](Cl)(Cl)CC=C

```
19
Properties=species:S:1:pos:R:3:mulliken_charge:R:1
Cl -1.327 1.671 1.742 -0.29
Cl -0.816 -1.738 2.545 -0.34
C 2.288 -0.610 -0.587 -0.99
C -2.226 1.131 -1.518 -0.75
C 2.056 0.434 0.179 0.05
C -2.091 -0.127 -1.102 -0.19
C 1.418 0.256 1.482 -0.70
C -0.861 -0.778 -0.502 -0.52
Si -0.359 -0.138 1.169 0.65
H 2.091 -1.644 -0.220 0.26
H 2.794 -0.615 -1.495 0.35
H -1.463 1.864 -1.348 0.28
H -3.196 1.513 -1.783 0.26
H 2.247 1.478 -0.160 0.28
H -2.851 -0.910 -1.147 0.27
H 1.406 1.193 2.093 0.32
H 1.952 -0.488 2.039 0.38
H 0.034 -0.706 -1.135 0.36
H -1.097 -1.787 -0.249 0.31
```

8.
One molecule with the formula C4H5NOS at a distorted geometry. Source: OMol25; level of theory: ωB97M-V/def2-TZVPD.

**Orbital gap (alpha / beta)**: 0.2338 / 0.2331 Ha

```
12
Properties=species:S:1:pos:R:3:mulliken_charge:R:1
C 1.630 1.496 0.035 0.27
C 1.853 0.101 0.170 -0.48
C -0.890 -0.498 0.489 -0.06
C -2.233 -0.432 -0.055 -0.74
N 0.548 2.081 -0.148 -0.49
O 0.972 -2.298 -0.009 -0.58
S 0.556 -0.915 -0.226 0.47
H 2.546 2.094 0.151 0.35
H 2.828 -0.357 0.149 0.38
H -2.669 -1.438 -0.086 0.32
H -2.277 -0.011 -1.063 0.27
H -2.863 0.178 0.593 0.29
```

9.
C7H6MgO6S as an isolated structure at a distorted geometry. Source: OMol25; level of theory: ωB97M-V/def2-TZVPD.

**Orbital gap**: 0.3639 Ha
**Charge**: +2

```
21
Properties=species:S:1:pos:R:3:mulliken_charge:R:1
O 0.164 0.045 -5.019 -0.11
C 0.166 0.047 -3.866 0.17
Mg 0.167 0.048 -1.417 1.10
O 2.339 -2.732 -1.580 -0.09
C 1.642 -1.831 -1.682 0.24
C -1.305 1.919 -1.673 0.21
O -2.012 2.816 -1.571 -0.09
C -1.707 -1.414 -1.656 0.24
O -2.603 -2.121 -1.565 -0.09
C 2.052 1.522 -1.674 0.25
O 2.937 2.218 -1.576 -0.08
C 0.236 -1.389 2.552 -0.92
S -0.813 -0.290 1.589 0.48
C -0.721 1.252 2.511 -0.95
O 0.304 0.086 0.554 -0.56
H -0.255 -1.567 3.505 0.45
H 1.208 -0.893 2.632 0.33
H 0.327 -2.312 1.968 0.31
H 0.338 1.521 2.565 0.34
H -1.275 1.993 1.924 0.31
H -1.187 1.083 3.479 0.45
```

10.
One molecule with the formula C4H7NO. Source: OMol25; level of theory: ωB97M-V/def2-TZVPD.

**Orbital gap**: 0.3956 Ha
**SMILES**: C[C@@]1(C=O)CN1

```
13
Properties=species:S:1:pos:R:3:mulliken_charge:R:1
C -0.791 0.654 1.195 -1.13
C -0.286 0.217 -0.177 0.90
C 0.428 -1.141 -0.198 -0.66
N -0.949 -0.991 -0.609 -0.56
C 0.850 0.864 -0.898 -0.07
O 1.220 0.720 -2.044 -0.54
H -1.837 0.995 1.191 0.27
H -0.782 -0.217 1.866 0.31
H -0.178 1.443 1.636 0.34
H 1.110 -1.413 -1.000 0.29
H 0.721 -1.446 0.795 0.28
H -0.992 -1.053 -1.620 0.31
H 1.483 1.369 -0.137 0.25
```

11.
One molecule with the formula C2H2Cl2OS at a distorted geometry. Source: OMol25; level of theory: ωB97M-V/def2-TZVPD.

**Orbital gap**: 0.2651 Ha

```
8
Properties=species:S:1:pos:R:3:mulliken_charge:R:1
C -2.404 1.376 -1.408 0.58
C 0.028 0.481 -0.267 -0.52
O -2.805 1.706 -0.354 -0.32
S 0.482 1.726 -1.292 -0.27
Cl -2.637 1.746 -3.007 0.01
Cl -1.578 -0.550 -1.281 -0.18
H -0.606 0.709 0.544 0.42
H 0.682 -0.406 -0.361 0.28
```

12.
One molecule with the formula C2H2O2S at a distorted geometry. Source: OMol25; level of theory: ωB97M-V/def2-TZVPD.

**Orbital gap**: 0.3121 Ha
**SMILES**: O=C(O)C=S

```
7
Properties=species:S:1:pos:R:3:mulliken_charge:R:1
C 0.137 0.123 -0.911 0.67
C 0.492 0.243 0.573 -0.27
H -0.261 0.941 -2.393 0.33
H 1.378 0.811 0.826 0.30
O -0.203 1.266 -1.516 -0.41
O 0.438 -0.892 -1.472 -0.45
S -0.423 -0.433 1.718 -0.17
```